The following is a DFT calculation (ωB97M-V/def2-TZVPD) of C4H5NO3 in the gas phase.

Last column: Mulliken charge in e.
Positions of all 13 atoms, in Å:
N 1.852 0.600 0.406  -0.625
C 0.732 0.322 -0.448  -0.290
C -0.732 0.982 -0.163  0.367
O -1.082 2.142 -0.073  -0.610
C -1.293 -0.369 0.083  0.120
O -2.553 -0.849 0.242  -0.545
C -0.105 -1.003 -0.101  0.306
O 0.352 -2.281 -0.161  -0.486
H 2.189 1.465 0.110  0.251
H 1.482 0.894 1.272  0.277
H 1.100 0.281 -1.420  0.570
H -3.164 -0.135 0.519  0.338
H 1.221 -2.050 -0.266  0.328

Values from the calculation:
Total charge: 0
Kohn-Sham gap: 9.65 eV
SMILES string: N[C@@H]1C(=O)C(O)=C1O

The following is a DFT calculation (ωB97M-V/def2-TZVPD) of a molecular structure, C2H2CdF2LiO.

Last column: Mulliken charge in e.
Positions of all 9 atoms, in Å:
F 0.615 2.111 0.304  -0.678
C -0.874 0.521 0.148  0.084
C -0.077 -0.306 -0.645  -0.376
O 1.212 -0.583 -0.241  -0.756
H -0.703 0.784 1.201  0.294
H -0.446 -0.698 -1.601  0.596
Cd 2.492 0.677 0.196  1.140
Li -0.138 -2.348 0.334  0.962
F -2.081 -0.159 0.305  -0.265

Values from the calculation:
Total charge: +1
Kohn-Sham gap: 5.40 eV

The following is a DFT calculation (ωB97M-V/def2-TZVPD) of 2 unconnected molecules or ions with the total composition C6H14N2.

Last column: Mulliken charge in e.
Positions of all 22 atoms, in Å:
C 1.017 0.907 0.236  0.176
C 0.749 -1.243 -0.264  -0.841
C -0.272 -2.309 0.035  -0.969
C -2.031 0.705 -0.742  -1.173
N 2.258 0.881 0.817  -0.491
N 0.761 1.898 -0.649  -0.292
C -0.121 0.308 0.929  -0.056
C -1.454 0.595 0.648  -0.696
H 3.044 1.246 0.297  0.201
H 2.473 0.041 1.336  0.283
H 1.512 2.369 -1.131  0.186
H -0.135 2.354 -0.528  0.250
H 0.127 -0.029 1.931  0.431
H 1.750 -1.566 0.018  0.488
H 0.763 -0.972 -1.322  0.327
H -2.163 0.369 1.435  0.334
H 0.009 -2.907 0.908  0.308
H -1.244 -1.838 0.250  0.235
H -0.438 -2.980 -0.814  0.303
H -1.395 0.238 -1.505  0.309
H -2.999 0.201 -0.788  0.323
H -2.211 1.733 -1.098  0.364

Values from the calculation:
Total charge: 0
Kohn-Sham gap (spin up / spin down): 6.67 / 6.67 eV

The following is a DFT calculation (ωB97M-V/def2-TZVPD) of 2 unconnected molecules or ions with the total composition C8H9ClS.

Last column: Mulliken charge in e.
Positions of all 19 atoms, in Å:
C 2.522 0.118 0.922  -0.146
C 2.165 0.568 -0.401  -0.728
C 1.613 -0.380 1.788  -0.711
C 0.859 0.375 -0.808  -0.320
C 0.322 -0.494 1.402  -0.289
C -0.131 -0.126 0.095  0.746
C -1.678 -0.680 -1.664  -1.629
C -1.444 -0.349 -0.312  0.700
S -2.441 2.224 -0.094  -0.284
Cl -2.594 -0.936 0.781  -0.120
H 3.560 0.199 1.421  0.225
H 2.829 1.183 -0.940  0.403
H 2.002 -0.676 2.727  0.403
H 0.544 0.809 -1.793  0.155
H -0.284 -1.194 1.971  0.244
H -2.687 -0.676 -1.933  0.429
H -1.184 -1.603 -1.858  0.451
H -1.224 -0.049 -2.290  0.423
H -2.750 1.687 0.987  0.047

Values from the calculation:
Total charge: 0
Kohn-Sham gap (spin up / spin down): 6.27 / 6.27 eV

The following is a DFT calculation (ωB97M-V/def2-TZVPD) of 3 unconnected molecules or ions with the total composition CH8O2S2.

Last column: Mulliken charge in e.
Positions of all 13 atoms, in Å:
C -1.951 -2.288 -0.617  -0.736
S -0.815 -1.366 -1.652  -0.068
S 1.006 -2.315 -1.503  -0.203
H -2.793 -1.634 -0.369  0.272
H -1.553 -2.628 0.339  0.297
H -2.308 -3.108 -1.246  0.280
H 1.595 -1.338 -0.767  0.159
O 2.903 1.710 2.241  -0.646
H 2.705 0.867 2.656  0.321
H 3.334 2.325 2.871  0.325
O -1.031 3.386 -0.718  -0.642
H -0.870 2.463 -0.514  0.319
H -0.223 3.925 -0.719  0.323

Values from the calculation:
Total charge: 0
Kohn-Sham gap: 9.43 eV
SMILES string: CSS.O.O

The following is a DFT calculation (ωB97M-V/def2-TZVPD) of a molecular structure, C48H40Cl2F4N4O3SbTl.

Last column: Mulliken charge in e.
Positions of all 103 atoms, in Å:
Tl -0.398 -2.274 0.905  0.692
C -0.120 -5.091 -1.376  -1.083
N -0.497 -3.700 -1.677  0.652
C 0.448 -3.110 -2.604  -1.389
C -1.863 -3.395 -1.969  -0.584
C -2.906 -4.007 -0.926  -1.156
N -2.267 -3.983 0.412  0.347
C -3.039 -4.441 1.374  -0.006
C -3.061 -3.864 2.708  0.105
F -2.147 -2.824 2.835  -0.222
C -3.747 -4.399 3.777  0.197
F -3.493 -3.779 4.983  -0.343
C -4.574 -5.508 3.692  -0.934
C -4.684 -6.028 2.391  0.208
F -5.535 -7.020 2.116  -0.333
C -3.972 -5.493 1.303  0.272
F -4.147 -6.071 0.096  -0.389
H -0.527 -5.804 -2.099  0.236
H -0.403 -5.361 -0.360  0.197
H 0.987 -5.102 -1.552  0.445
H 0.733 -3.871 -3.385  0.335
H 1.324 -2.753 -2.051  0.327
H 0.053 -2.153 -2.893  0.473
H -2.119 -3.564 -3.029  0.385
H -2.058 -2.315 -1.821  0.031
H -3.221 -4.989 -1.185  0.493
H -3.753 -3.349 -0.926  0.503
H -5.157 -5.987 4.475  0.432
Cl 1.132 -7.399 1.820  -0.256
C 1.978 -6.188 2.546  0.286
C 2.994 -6.462 3.446  -0.739
C 3.792 -5.483 4.073  0.323
Cl 4.962 -6.018 5.149  -0.317
C 3.433 -4.122 3.806  0.379
C 4.026 -3.120 4.560  -0.411
C 3.562 -1.846 4.521  -0.975
C 2.365 -1.618 3.846  -0.664
N 1.671 -2.574 3.204  -0.205
C 2.208 -3.812 3.052  0.453
C 1.496 -4.829 2.321  -0.409
O 0.377 -4.669 1.797  -0.380
H 3.107 -7.456 3.828  0.366
H 4.927 -3.443 5.089  0.269
H 4.070 -1.059 4.913  0.578
H 1.928 -0.652 3.726  0.719
O -2.485 -0.741 0.344  -0.412
C -2.447 0.454 0.215  -0.103
N -1.655 1.102 -0.758  -0.012
C -1.695 2.401 -0.521  -0.227
O -1.053 3.369 -1.088  -0.446
C -2.647 2.724 0.556  0.381
C -3.088 3.954 1.137  -0.366
C -3.848 3.855 2.341  -0.690
C -4.123 2.592 2.876  -0.480
C -3.658 1.425 2.349  -0.386
C -2.949 1.467 1.130  -0.020
H -2.682 4.903 0.745  0.422
H -4.324 4.703 2.726  0.445
H -4.833 2.425 3.712  0.305
H -3.866 0.480 2.847  0.543
C -1.417 5.986 -2.921  -1.381
C -0.277 6.601 -2.257  1.089
C -0.245 8.034 -2.246  -0.627
C 0.841 8.674 -1.678  -0.402
C 1.925 7.943 -1.182  -0.690
C 1.862 6.560 -1.099  -0.473
C 0.763 5.848 -1.587  0.054
Sb 0.929 3.655 -1.674  1.553
C 1.351 2.589 -3.684  0.169
C 2.680 2.775 -4.054  -0.411
C 3.162 2.246 -5.283  -0.583
C 2.317 1.433 -6.027  -0.472
C 1.069 1.159 -5.566  -0.493
C 0.541 1.724 -4.422  0.659
C -0.933 1.358 -4.088  -0.975
C 1.733 2.795 0.157  0.381
C 1.518 3.555 1.332  -0.167
C 1.866 3.103 2.584  -0.868
C 2.605 1.916 2.665  -0.350
C 3.025 1.279 1.494  -0.871
C 2.609 1.711 0.245  0.645
C 3.277 1.014 -0.933  -1.061
H -2.195 6.727 -3.086  0.439
H -1.782 5.110 -2.396  -0.005
H -1.072 5.636 -3.894  0.284
H -1.155 8.555 -2.676  0.170
H 0.940 9.815 -1.693  0.208
H 2.785 8.491 -0.882  0.422
H 2.658 5.992 -0.607  0.343
H 3.247 3.567 -3.514  0.191
H 4.253 2.381 -5.651  0.222
H 2.701 0.903 -6.910  0.306
H 0.424 0.467 -6.134  0.238
H -1.279 0.442 -4.619  0.335
H -1.614 2.206 -4.207  0.317
H -1.130 1.028 -3.066  -0.042
H 1.016 4.555 1.163  0.153
H 1.589 3.666 3.468  0.411
H 2.936 1.490 3.614  0.419
H 3.791 0.527 1.582  0.258
H 3.953 0.244 -0.551  0.405
H 3.733 1.617 -1.733  0.148
H 2.463 0.494 -1.504  0.188

Values from the calculation:
Total charge: -2
Kohn-Sham gap: 3.53 eV

The following is a DFT calculation (ωB97M-V/def2-TZVPD) of 2 unconnected molecules or ions with the total composition C4H10N.

Last column: Mulliken charge in e.
Positions of all 15 atoms, in Å:
C 2.337 -1.659 -0.575  -0.474
C 2.477 -0.787 -1.569  -0.437
H 1.762 -1.504 0.333  0.241
H 2.752 -2.659 -0.661  0.212
H 2.500 0.286 -1.376  0.248
H 2.913 -1.102 -2.507  0.240
C -2.088 1.603 1.341  -0.683
C -1.276 -0.303 0.096  -0.081
N -1.206 0.926 0.408  -0.010
H -2.698 2.376 0.865  0.315
H -1.486 2.091 2.103  0.307
H -2.810 0.903 1.755  0.287
H -2.155 -0.865 0.387  0.249
H -0.537 -0.781 -0.544  0.272
H -0.485 1.475 -0.057  0.316

Values from the calculation:
Total charge: +1
Kohn-Sham gap: 7.85 eV

The following is a DFT calculation (ωB97M-V/def2-TZVPD) of 2 unconnected molecules or ions with the total composition C4H13N2O.

Last column: Mulliken charge in e.
Positions of all 20 atoms, in Å:
C -1.447 -0.838 -0.804  -1.407
C -1.420 -1.592 0.548  -0.207
C 0.075 -1.557 0.871  -0.478
C 0.689 -0.616 1.641  -0.357
N 1.972 -0.206 1.411  -0.360
N -0.973 0.626 -0.649  -1.452
H -2.359 -0.832 -1.335  0.535
H -0.868 -1.333 -1.577  0.286
H -2.023 -1.124 1.380  0.381
H -1.723 -2.688 0.420  0.260
H 0.631 -2.381 0.463  0.312
H 0.181 -0.100 2.509  0.394
H 2.546 -0.803 0.789  0.232
H 2.474 0.128 2.178  0.237
H -1.300 1.105 0.253  0.789
H 0.050 0.599 -0.552  0.116
H -1.302 1.093 -1.520  0.804
H 2.154 3.030 -2.246  0.331
H 1.331 4.182 -1.695  0.370
O 1.312 3.307 -2.085  -0.787

Values from the calculation:
Total charge: 0
Spin multiplicity: 2
Kohn-Sham gap (spin up / spin down): 3.92 / 8.89 eV

- Which of these has the lowest total charge?
  C48H40Cl2F4N4O3SbTl